1.
A 2-piece molecular cluster, C16H29BrN5 overall, computed with ωB97M-V with the def2-TZVPD basis set.

Output
frontier orbital gap = 6.047 eV
charge = +1
LUMO = -4.182 eV

Geometry as XYZ:
```
51
C16H29BrN5 (ωB97M-V with the def2-TZVPD basis set)
C 2.647 1.742 -0.241
C 2.456 1.623 1.270
C 1.574 2.703 1.904
C 0.244 2.968 1.196
C -0.631 1.726 1.000
C -1.433 1.310 2.247
C -0.901 0.081 2.996
C -0.491 -1.105 2.113
C -1.513 -1.471 1.022
C -0.890 -1.900 -0.305
C -0.106 -3.161 -0.268
N 0.491 -3.747 -1.308
C 1.078 -4.847 -0.837
N 1.807 -5.776 -1.512
N 0.854 -4.947 0.490
Br 1.416 -6.194 1.699
N 0.091 -3.881 0.838
H 3.093 0.831 -0.646
H 1.705 1.903 -0.769
H 3.315 2.567 -0.494
H 2.057 0.631 1.510
H 3.437 1.664 1.750
H 1.382 2.430 2.948
H 2.133 3.642 1.948
H -0.322 3.709 1.768
H 0.437 3.424 0.223
H -1.327 1.933 0.183
H 0.001 0.903 0.653
H -1.437 2.145 2.951
H -2.481 1.152 1.983
H -0.034 0.365 3.598
H -1.658 -0.262 3.707
H -0.332 -1.957 2.787
H 0.482 -0.908 1.652
H -2.138 -0.608 0.796
H -2.204 -2.244 1.377
H -1.643 -2.012 -1.089
H -0.201 -1.125 -0.662
H 1.377 -6.634 -1.810
H 2.680 -5.514 -1.935
H -0.222 -3.730 1.788
N -2.036 2.367 -4.636
C -1.328 3.359 -4.017
C -0.804 2.843 -2.862
C -1.216 1.485 -2.786
C -1.976 1.221 -3.895
H -2.530 2.468 -5.504
H -1.254 4.343 -4.447
H -0.193 3.380 -2.155
H -0.979 0.783 -2.003
H -2.474 0.323 -4.218
```

---

2.
C24H26N4PtS2Si as an isolated structure in a non-equilibrium geometry, computed with ωB97M-V with the def2-TZVPD basis set.

Output
⟨S²⟩ = 6.060
frontier orbital gap (spin up / spin down) = 4.567 / 3.359 eV
2S+1 = 5
charge = +2
LUMO (spin up / spin down) = -7.147 / -9.962 eV

Geometry as XYZ:
```
58
C24H26N4PtS2Si (ωB97M-V with the def2-TZVPD basis set)
C 0.768 2.252 2.726
C 0.277 2.046 1.381
C -1.172 1.799 1.480
H 0.787 2.315 0.461
C -1.505 1.858 2.900
C -0.322 2.123 3.623
H -0.271 2.310 4.695
H 1.765 2.595 2.985
H -1.837 1.883 0.629
H -2.516 1.844 3.303
Pt -0.170 -0.167 1.433
C -1.150 -0.919 -0.052
H -1.348 -0.179 -0.850
H -0.525 -1.711 -0.490
H -2.118 -1.367 0.191
Si -0.228 -0.744 -3.550
C 1.421 -0.484 -2.768
C 1.787 0.749 -2.192
H 1.076 1.582 -2.187
C 3.042 0.923 -1.601
H 3.295 1.890 -1.153
C 3.961 -0.131 -1.589
H 4.955 0.012 -1.162
C 3.622 -1.358 -2.168
H 4.341 -2.184 -2.150
C 2.373 -1.535 -2.761
H 2.119 -2.494 -3.222
C -1.143 0.858 -3.528
C -0.627 1.919 -4.307
H 0.252 1.750 -4.931
C -1.238 3.178 -4.276
H -0.825 3.996 -4.872
C -2.375 3.385 -3.493
H -2.850 4.366 -3.473
C -2.916 2.334 -2.741
H -3.814 2.491 -2.139
C -2.320 1.072 -2.776
H -2.766 0.258 -2.204
H 0.912 0.058 0.241
H -0.013 -1.046 -4.942
N -3.561 -0.564 2.161
C -2.738 -1.462 2.712
N -1.414 -1.496 2.581
C -0.845 -2.674 3.036
C -1.772 -3.582 3.508
S -3.355 -2.909 3.508
C 0.553 -2.769 2.804
C 1.472 -3.786 3.021
S 3.051 -3.319 2.533
C 2.426 -1.770 1.995
N 1.108 -1.672 2.165
N 3.249 -0.828 1.532
H -4.552 -0.687 2.285
H -3.216 0.302 1.756
H -1.490 -4.598 3.763
H 1.203 -4.748 3.428
H 4.232 -1.067 1.485
H 2.947 0.099 1.257
```

---

3.
C12H24Cl12F8Mg2N4O16S8 as an isolated structure in a non-equilibrium geometry, computed with ωB97M-V with the def2-TZVPD basis set.

Output
frontier orbital gap = 7.503 eV
LUMO = -3.318 eV

Geometry as XYZ:
```
86
C12H24Cl12F8Mg2N4O16S8 (ωB97M-V with the def2-TZVPD basis set)
Mg -2.493 21.861 7.478
Mg -5.491 18.081 7.684
N -6.591 17.015 8.657
S -7.772 17.237 9.974
O -7.174 17.449 11.272
O -9.073 16.604 9.867
F -8.116 18.755 9.526
S -6.659 15.487 8.931
O -7.678 14.787 8.156
O -6.158 14.856 10.159
F -5.342 15.265 8.037
N -3.487 21.266 8.876
S -5.139 21.005 9.137
O -5.995 21.908 9.888
O -5.560 19.607 8.889
F -5.436 21.612 7.621
S -3.266 21.089 10.401
O -3.449 19.768 10.981
O -3.497 22.186 11.266
F -1.671 21.293 10.157
N -5.020 18.948 6.195
S -3.512 19.347 5.377
O -2.851 20.512 5.977
O -3.383 19.152 3.933
F -2.608 18.105 5.830
S -5.849 19.657 5.034
O -6.223 18.873 3.862
O -5.695 21.118 4.934
F -7.223 19.504 5.885
N -1.023 22.764 6.984
S 0.062 23.521 8.088
O 0.427 24.921 7.873
O 1.013 22.685 8.794
F -1.113 23.628 9.172
S -0.002 23.067 5.830
O 1.134 22.174 5.787
O 0.112 24.382 5.310
F -0.866 22.378 4.664
Cl 0.049 19.695 11.837
C 0.732 19.100 13.371
C 2.037 18.221 13.140
Cl 1.673 16.671 12.348
H 0.087 18.518 14.029
H 1.032 19.970 13.955
H 2.477 17.963 14.104
H 2.806 18.767 12.594
Cl -3.355 17.490 8.628
C -2.008 16.934 9.736
C -2.674 15.914 10.649
Cl -3.938 16.437 11.732
H -1.588 17.819 10.214
H -1.271 16.360 9.174
H -1.952 15.393 11.277
H -3.150 15.066 10.156
Cl -9.364 24.750 11.960
C -8.686 23.378 11.020
C -8.301 22.170 11.853
Cl -6.932 22.460 12.992
H -7.825 23.756 10.469
H -9.399 23.129 10.235
H -8.023 21.375 11.161
H -9.163 21.843 12.435
Cl -11.528 23.025 6.823
C -11.041 21.323 6.705
C -10.156 20.907 7.866
Cl -8.423 21.408 7.712
H -10.455 21.247 5.789
H -11.967 20.794 6.482
H -10.096 19.819 7.894
H -10.524 21.248 8.834
Cl -2.741 26.648 11.473
C -3.612 25.152 11.938
C -4.809 24.818 10.928
Cl -4.298 24.680 9.224
H -3.990 25.303 12.949
H -2.887 24.343 12.026
H -5.570 25.598 10.899
H -5.250 23.866 11.223
Cl -3.822 23.387 6.115
C -3.892 24.806 5.075
C -4.872 24.724 3.851
Cl -4.254 23.400 2.746
H -2.870 24.915 4.712
H -4.156 25.643 5.721
H -4.794 25.639 3.263
H -5.893 24.643 4.223
```

---

4.
C34H26ClCoN4O3P as an isolated structure in a non-equilibrium geometry, computed with ωB97M-V with the def2-TZVPD basis set.

Output
⟨S²⟩ = 3.763
frontier orbital gap (spin up / spin down) = 6.294 / 6.344 eV
2S+1 = 4
LUMO (spin up / spin down) = -0.862 / -0.892 eV

Geometry as XYZ:
```
70
C34H26ClCoN4O3P (ωB97M-V with the def2-TZVPD basis set)
Co 1.519 0.519 -0.358
Cl 5.386 -4.112 3.150
C 4.805 -2.788 2.187
C 5.498 -2.425 1.018
C 5.060 -1.380 0.255
C 3.891 -0.644 0.584
O 3.487 0.298 -0.188
C 3.205 -1.028 1.801
C 2.067 -0.332 2.254
N 1.516 0.634 1.561
C 0.657 1.598 2.058
C 0.267 1.749 3.379
C -0.529 2.831 3.769
C -0.919 3.793 2.874
C -0.510 3.711 1.529
C -0.822 4.682 0.554
C -0.372 4.517 -0.730
C 0.401 3.393 -1.047
N 0.710 2.465 -0.168
C 0.260 2.597 1.112
C 3.693 -2.103 2.574
H 6.363 -2.999 0.717
H 5.596 -1.098 -0.641
H 1.649 -0.625 3.219
H 0.588 1.032 4.122
H -0.832 2.915 4.804
H -1.512 4.640 3.196
H -1.419 5.542 0.830
H -0.599 5.241 -1.500
H 0.776 3.254 -2.054
H 3.164 -2.387 3.475
N 1.437 0.427 -2.494
C 0.135 0.356 -3.085
C -0.070 0.774 -4.397
C -1.321 0.673 -4.979
C -2.374 0.109 -4.273
C -2.188 -0.289 -2.961
C -0.946 -0.143 -2.342
P -0.741 -0.310 -0.529
C -0.840 -2.076 -0.116
C -0.981 -3.091 -1.051
C -0.949 -4.415 -0.640
C -0.758 -4.729 0.697
C -0.613 -3.716 1.635
C -0.652 -2.395 1.228
C -2.401 0.273 0.001
C -3.349 -0.564 0.586
C -4.600 -0.074 0.934
C -4.914 1.259 0.717
C -3.965 2.108 0.164
C -2.723 1.616 -0.198
H 2.022 1.080 -3.004
H 1.898 -0.510 -2.573
H 0.759 1.186 -4.962
H -1.474 1.027 -5.990
H -3.343 -0.004 -4.741
H -3.016 -0.699 -2.396
H -1.095 -2.841 -2.099
H -1.054 -5.205 -1.372
H -0.712 -5.764 1.010
H -0.447 -3.957 2.678
H -0.538 -1.592 1.950
H -3.120 -1.606 0.761
H -5.333 -0.741 1.368
H -5.897 1.632 0.972
H -4.198 3.155 0.017
H -1.998 2.279 -0.658
O 3.174 -2.935 -1.749
N 2.358 -2.041 -1.768
O 1.784 -1.744 -0.678
```